Molecular formula: C39H62N6OPY
Method: DFT, ωB97M-V/def2-TZVPD

Last column: Löwdin charge in e.
Atoms and positions in Å:
Y 0.43703 -1.54155 -0.17519  1.615
C 3.19128 -0.09894 2.55029  -0.066
C 3.14983 -1.36996 1.69804  -0.202
C 4.14919 -1.33990 0.56298  -0.168
C 5.48285 -1.20060 0.94236  -0.032
C 6.47418 -1.01637 0.00186  -0.040
C 6.12609 -0.89239 -1.33182  -0.018
C 4.81444 -1.04100 -1.76824  -0.152
C 4.53063 -0.68228 -3.21905  -0.185
C 3.52983 0.46170 -3.36584  -0.076
C 3.83493 -1.36571 -0.80107  -0.170
N 2.49439 -1.69601 -1.18087  -0.057
C 2.29146 -2.44450 -2.23864  -0.081
C 1.01379 -2.70886 -2.78481  -0.328
C 0.72985 -3.30131 -4.01352  0.003
C -0.64853 -3.19657 -4.19417  -0.044
C -1.15090 -2.56771 -3.06513  -0.138
N -0.17213 -2.24429 -2.18859  -0.116
H 2.44043 -0.13159 3.34134  0.080
H 3.01340 0.78251 1.93105  0.077
H 4.16317 0.02409 3.02308  0.083
H 2.09961 -1.43698 1.35463  0.021
H 3.29304 -2.25321 2.32553  0.126
H 5.74198 -1.23057 1.99335  0.123
H 7.50651 -0.92091 0.30841  0.120
H 6.88990 -0.65622 -2.06162  0.122
H 4.22827 -1.53222 -3.82924  0.102
H 5.47836 -0.36795 -3.65509  0.114
H 2.53019 0.19341 -3.01659  0.053
H 3.44273 0.76217 -4.41003  0.088
H 3.86048 1.32879 -2.79480  0.069
H 3.13261 -2.89365 -2.75595  0.145
H 1.44886 -3.73105 -4.69268  0.126
H -1.22070 -3.53832 -5.04019  0.113
H -2.18345 -2.33625 -2.84258  0.100
C -1.30338 -2.40994 2.40862  -0.180
N -0.56805 -3.13904 1.30987  -0.206
C -1.60243 -3.93045 0.53975  -0.177
N -2.32728 -4.82837 1.39657  -0.076
C -2.99702 -4.05806 2.44865  -0.137
N -2.02608 -3.31422 3.26031  -0.077
C -1.08463 -4.26787 3.85837  -0.137
N -0.38832 -5.03982 2.82544  -0.078
C 0.34425 -4.14053 1.97683  -0.165
C -1.38215 -5.76025 2.02256  -0.134
H -1.99563 -1.70153 1.94147  0.121
H -0.56673 -1.85125 2.99541  0.133
H -1.08403 -4.48696 -0.24526  0.132
H -2.29341 -3.22138 0.07146  0.124
H -3.55288 -4.73848 3.09159  0.140
H -3.69860 -3.35689 1.99259  0.134
H -1.63372 -4.95011 4.50536  0.140
H -0.35478 -3.72682 4.46315  0.136
H 0.86204 -4.70345 1.19524  0.138
H 1.07940 -3.59107 2.57105  0.122
H -1.93080 -6.44527 2.66692  0.140
H -0.87600 -6.33925 1.24895  0.138
O -0.43431 0.32814 0.23394  -0.484
P -0.96969 1.69637 -0.28067  0.911
C 0.30251 2.43675 -1.32335  -0.340
C -0.10985 3.85724 -1.79583  -0.162
C 0.55761 4.93191 -0.94578  -0.175
C 2.08679 4.87915 -1.09090  -0.168
C 2.58107 3.46226 -1.40522  -0.190
C 1.71514 2.41631 -0.70880  -0.190
C -1.37981 2.70910 1.15602  -0.346
C -2.61359 2.15967 1.89004  -0.182
C -3.12596 3.19832 2.89784  -0.165
C -1.97621 4.00870 3.51327  -0.183
C -0.71068 3.16335 3.57007  -0.180
C -0.20345 2.85347 2.15225  -0.183
C -2.41962 1.36719 -1.34032  -0.320
C -3.46956 2.52029 -1.40810  -0.171
C -4.89507 2.02343 -1.17392  -0.193
C -5.25961 0.85835 -2.08977  -0.166
C -4.17446 -0.24095 -2.08821  -0.177
C -3.08784 0.01361 -1.04405  -0.214
H 0.31092 1.77519 -2.20245  0.124
H -1.19506 3.97647 -1.79973  0.097
H 0.19798 3.97179 -2.83702  0.130
H 0.27154 4.79856 0.10292  0.089
H 0.18093 5.91390 -1.23096  0.123
H 2.55230 5.24000 -0.17231  0.117
H 2.40943 5.55679 -1.88181  0.118
H 3.62306 3.34479 -1.10606  0.119
H 2.55031 3.28176 -2.48363  0.111
H 1.69086 2.62844 0.36285  0.094
H 2.15429 1.41874 -0.81864  0.088
H -1.62990 3.70059 0.75939  0.123
H -2.32285 1.23424 2.39791  0.117
H -3.41306 1.89559 1.19933  0.079
H -3.68658 2.68175 3.67851  0.119
H -3.83440 3.86588 2.40309  0.118
H -2.25525 4.36388 4.50419  0.119
H -1.77812 4.90571 2.91881  0.119
H -0.91720 2.23518 4.10983  0.116
H 0.07890 3.66961 4.12524  0.119
H 0.39324 1.93640 2.16349  0.093
H 0.45473 3.65658 1.81595  0.099
H -1.97123 1.26208 -2.33653  0.128
H -3.40918 2.98452 -2.39389  0.124
H -3.24439 3.31287 -0.69055  0.096
H -5.58499 2.85327 -1.32933  0.125
H -5.02205 1.72653 -0.12938  0.104
H -5.41336 1.22667 -3.10500  0.118
H -6.21567 0.44270 -1.77247  0.116
H -3.68972 -0.29219 -3.06756  0.112
H -4.62104 -1.22184 -1.91792  0.114
H -2.34310 -0.78942 -1.10407  0.059
H -3.49805 -0.01449 -0.03289  0.113

Cartesian forces, eV/Å:
-0.259 0.216 -0.066
0.000 0.034 0.027
-0.225 0.032 -0.005
0.193 0.034 -0.002
-0.056 0.019 0.015
0.033 -0.002 0.023
-0.054 0.008 -0.031
0.019 0.009 0.076
-0.047 -0.099 0.056
-0.040 0.062 -0.070
0.057 0.034 -0.076
-0.071 0.064 0.011
0.052 -0.014 -0.064
0.148 0.079 0.152
-0.037 -0.002 0.102
-0.062 -0.077 -0.019
-0.211 0.076 0.055
0.191 -0.091 -0.293
-0.002 -0.001 0.003
-0.003 -0.003 -0.001
0.004 -0.017 -0.006
0.222 -0.221 0.027
0.016 -0.002 -0.024
0.001 -0.003 0.002
0.004 -0.003 -0.002
0.005 -0.001 0.002
-0.094 -0.069 0.017
0.004 0.028 0.023
-0.012 -0.034 0.006
0.002 -0.013 0.003
0.038 0.014 0.016
0.098 0.015 0.004
0.022 -0.002 0.001
-0.017 -0.004 0.009
0.011 -0.019 -0.032
0.038 0.006 -0.008
0.100 0.039 -0.005
0.032 -0.015 0.002
-0.044 -0.018 -0.031
0.012 0.010 -0.014
-0.059 0.048 0.026
0.005 -0.009 0.003
0.032 -0.059 0.023
-0.020 0.005 0.000
-0.002 -0.001 0.014
0.001 -0.008 0.009
-0.018 -0.016 0.016
-0.033 -0.018 0.014
-0.011 -0.011 0.009
0.005 0.000 0.001
-0.005 -0.007 0.007
0.003 0.000 -0.002
-0.001 -0.001 -0.004
-0.008 0.002 0.004
-0.016 0.006 -0.017
-0.003 -0.001 -0.007
0.002 0.004 0.000
0.169 -0.172 0.007
-0.068 0.138 0.121
-0.108 0.033 -0.178
0.019 -0.075 -0.035
-0.039 0.055 0.047
0.002 0.038 0.014
0.045 -0.058 -0.030
0.067 -0.058 0.109
-0.088 0.075 -0.035
0.009 -0.113 -0.040
-0.027 0.001 0.009
0.000 0.035 0.011
0.050 -0.005 0.020
0.030 -0.064 -0.036
-0.012 0.047 -0.042
0.072 0.070 0.030
-0.020 0.039 0.010
-0.026 -0.016 0.016
0.006 -0.036 -0.004
0.093 -0.050 -0.016
-0.013 0.028 0.038
-0.047 0.014 0.027
0.005 0.020 0.017
0.025 0.010 -0.078
0.013 0.003 -0.009
-0.004 -0.007 0.012
-0.005 -0.006 -0.010
0.007 0.017 0.009
-0.006 0.004 0.005
-0.008 0.018 -0.038
-0.007 0.017 -0.013
-0.003 -0.031 -0.030
-0.010 0.023 0.027
0.005 0.006 -0.008
0.020 0.001 0.008
0.015 0.010 -0.005
0.008 -0.017 0.010
-0.010 -0.003 -0.015
-0.015 -0.008 -0.007
-0.010 0.010 0.004
0.000 0.002 0.036
-0.021 -0.024 0.051
0.021 0.000 0.030
-0.010 -0.007 -0.003
-0.017 -0.030 -0.021
-0.005 -0.008 -0.011
0.006 -0.011 -0.003
0.033 0.005 -0.005
0.000 0.002 -0.004
-0.008 0.006 -0.004
-0.014 0.003 0.013
-0.020 0.040 -0.012
-0.039 0.024 0.042

Computed properties:
- net charge = +2
- calculated total energy (hartree) = -2306.43416
- maximum force (eV/Å) = 0.4
- gap between HOMO and LUMO (eV) = 7.7

=====

Molecular formula: C39H65N3O8P2PdS
Method: DFT, ωB97M-V/def2-TZVPD

Last column: Löwdin charge in e.
Atoms and positions in Å:
Pd 0.22068 -0.44412 0.65657  1.016
C -3.63333 -0.68276 4.73329  -0.032
C -3.60479 0.52869 3.81589  -0.429
C -4.84953 1.38705 3.95113  -0.017
O -2.46668 1.35918 4.15127  -0.166
P -1.04190 1.12782 3.51749  0.503
O -1.03797 -0.06804 2.63056  -0.329
C -0.54775 2.68642 2.71359  -0.168
P -1.17059 2.67973 1.00126  0.524
O -1.00825 1.40875 0.24018  -0.333
O -2.70402 3.01773 1.09825  -0.159
C -3.26143 4.32764 0.81304  -0.425
C -4.20620 4.69818 1.94255  -0.030
C -3.95882 4.27209 -0.53717  -0.021
O -0.47860 3.90871 0.28509  -0.166
C 0.34960 3.74262 -0.88451  -0.438
C -0.08185 4.76242 -1.92581  -0.020
C 1.80599 3.91639 -0.49625  -0.022
O -0.00164 1.10790 4.70770  -0.185
C -0.22417 0.42548 5.97138  -0.415
C 1.10230 -0.15240 6.44212  -0.027
C -0.81141 1.40759 6.97480  -0.026
H -4.50555 -1.28623 4.50371  0.092
H -3.68194 -0.37307 5.77442  0.094
H -2.74078 -1.28611 4.58113  0.072
H -3.47815 0.20143 2.77893  0.134
H -4.95439 1.74756 4.97037  0.096
H -5.72273 0.79634 3.69224  0.095
H -4.78856 2.24020 3.28422  0.053
H 0.53608 2.77067 2.71988  0.072
H -0.96808 3.52579 3.26251  0.098
H -2.43703 5.04438 0.76603  0.135
H -5.00985 3.97153 2.01983  0.076
H -4.63997 5.67243 1.74162  0.094
H -3.67461 4.74049 2.88866  0.084
H -4.74935 3.52652 -0.52783  0.092
H -3.24418 4.01468 -1.31600  0.066
H -4.39108 5.24184 -0.76597  0.095
H 0.18171 2.72011 -1.24415  0.100
H -0.02160 5.76107 -1.50298  0.094
H -1.10195 4.58513 -2.24970  0.070
H 0.57718 4.70259 -2.78658  0.091
H 1.98311 4.93678 -0.16823  0.094
H 2.43600 3.70888 -1.35603  0.092
H 2.05801 3.22178 0.29980  0.056
H -0.93337 -0.38855 5.79581  0.127
H 1.79319 0.64516 6.69982  0.090
H 1.54267 -0.77093 5.66555  0.078
H 0.93532 -0.76549 7.32364  0.094
H -0.10689 2.20934 7.18434  0.092
H -1.02651 0.88205 7.90159  0.095
H -1.72950 1.84310 6.58807  0.074
C 2.99307 1.04537 3.36073  0.045
C 2.09626 0.44991 2.30775  -0.684
O 1.72053 -0.74042 2.39463  -0.017
O 1.71922 1.16161 1.33868  -0.047
H 3.53463 0.26446 3.88458  0.096
H 2.35743 1.56628 4.07434  0.080
H 3.67960 1.75659 2.90910  0.101
C -1.85411 -6.46435 -2.32896  0.021
C -0.77390 -5.57470 -1.84766  -0.235
C 0.53341 -5.63505 -2.27608  0.065
C 1.47822 -4.76570 -1.69319  -0.271
N 1.11980 -3.85790 -0.79757  0.142
C -0.13813 -3.78040 -0.40865  -0.708
S -0.68090 -2.69070 0.78967  0.831
N -1.07810 -4.63707 -0.92651  0.136
C 2.91097 -4.86868 -2.04848  0.017
H -2.02318 -6.32028 -3.39591  0.111
H -2.78089 -6.28579 -1.79037  0.095
H -1.56191 -7.50496 -2.20118  0.110
H 0.83404 -6.36498 -3.00901  0.142
H -2.02676 -4.57367 -0.56891  0.159
H 3.04008 -4.88521 -3.12940  0.104
H 3.29621 -5.81529 -1.66788  0.110
H 3.47197 -4.05258 -1.60621  0.077
C 5.02486 -1.97977 1.23181  -0.025
C 4.42378 -1.58443 -0.07727  -0.251
C 5.26587 -1.32999 -1.16887  0.040
C 4.73536 -1.01879 -2.42202  -0.247
C 5.63393 -0.81357 -3.60060  -0.029
C 3.36809 -0.90795 -2.57471  0.036
C 2.47399 -1.06317 -1.47793  -0.257
C 3.06109 -1.47599 -0.24228  -0.012
N 1.15531 -0.84970 -1.49183  0.128
C 0.31873 -0.68593 -2.65361  -0.424
C -1.14671 -0.54531 -2.19028  -0.114
C -2.10589 -0.42120 -3.38002  -0.274
C -1.98679 -1.66079 -4.26295  -0.111
C -0.54807 -1.77610 -4.76007  -0.279
C -0.17468 -0.53195 -5.56237  -0.101
C -0.31368 0.69902 -4.66805  -0.276
C -1.75327 0.82883 -4.18299  -0.105
C 0.63576 0.58967 -3.47407  -0.056
C 0.40354 -1.92877 -3.57243  -0.065
H 5.53219 -2.94022 1.14296  0.093
H 4.27158 -2.05213 2.00949  0.074
H 5.77032 -1.24688 1.52886  0.092
H 6.33596 -1.40238 -1.04103  0.133
H 6.64549 -0.58224 -3.28205  0.086
H 5.26927 -0.00902 -4.23435  0.088
H 5.67298 -1.72052 -4.20414  0.093
H 2.99763 -0.65930 -3.55365  0.099
H 2.40278 -1.76181 0.57220  0.068
H -1.24194 0.35336 -1.57540  0.084
H -1.42735 -1.42075 -1.59332  0.079
H -3.13023 -0.33622 -3.00045  0.148
H -2.66922 -1.58449 -5.10929  0.128
H -2.26052 -2.55130 -3.69198  0.112
H -0.45184 -2.66353 -5.39514  0.146
H -0.83899 -0.44482 -6.42216  0.129
H 0.85065 -0.61731 -5.93026  0.127
H -0.03263 1.59147 -5.23653  0.149
H -2.44163 0.94829 -5.02170  0.130
H -1.84250 1.71069 -3.54768  0.117
H 0.51903 1.45590 -2.81869  0.111
H 1.65628 0.58788 -3.84302  0.106
H 1.42400 -2.07551 -3.92480  0.118
H 0.12306 -2.80629 -2.98796  0.097

Cartesian forces, eV/Å:
-0.066 0.203 0.292
0.224 0.272 -0.241
-0.776 -0.459 -0.076
0.430 -0.069 -0.082
0.738 0.311 -0.044
0.147 0.320 0.817
0.357 -0.079 -0.412
-0.508 -0.784 -0.545
-0.162 0.998 -0.233
0.486 -0.606 0.131
0.580 -0.346 0.215
-0.559 0.738 -0.152
0.296 -0.176 -0.217
0.309 -0.115 0.264
-0.466 -0.355 0.796
0.614 -0.047 -0.865
-0.086 -0.296 0.370
-0.370 -0.109 0.136
-0.238 0.289 -0.609
-0.075 -0.295 0.781
-0.326 0.127 -0.342
0.044 -0.135 -0.365
-0.105 -0.114 0.012
-0.051 0.039 0.115
0.038 -0.135 0.010
-0.049 0.066 0.099
-0.039 0.015 0.143
-0.122 -0.045 -0.016
-0.040 0.079 -0.062
0.030 -0.065 -0.123
-0.137 0.061 0.018
-0.105 -0.069 0.031
-0.114 -0.043 -0.024
-0.050 0.132 0.008
0.016 0.023 0.163
-0.102 -0.074 0.020
0.011 -0.010 -0.119
-0.040 0.097 -0.041
0.044 0.265 -0.015
0.048 0.156 -0.003
-0.165 -0.014 -0.099
0.060 0.016 -0.114
0.076 0.124 0.058
0.108 -0.008 -0.106
0.144 -0.006 0.041
0.047 0.028 -0.049
0.106 0.109 0.038
0.070 -0.122 -0.070
-0.005 -0.028 0.081
0.097 0.042 0.017
-0.042 -0.006 0.098
-0.088 0.006 0.064
-0.131 -0.240 -0.201
0.992 0.915 0.231
-0.677 -0.895 -0.307
-0.648 -0.461 -0.380
0.044 -0.044 0.056
-0.018 0.038 0.076
0.007 0.007 -0.059
-0.164 -0.167 -0.090
0.517 0.022 -0.297
-0.004 0.300 0.417
-0.511 -0.684 -0.487
-0.336 0.388 0.683
0.218 -0.624 -0.853
-0.003 0.894 0.787
0.291 0.440 0.405
0.152 0.030 -0.020
-0.030 0.101 -0.007
-0.108 -0.065 -0.039
-0.009 -0.050 0.079
-0.005 -0.090 -0.081
0.071 -0.010 -0.074
0.024 0.026 -0.063
0.073 -0.059 0.024
0.066 0.090 -0.004
0.038 -0.097 0.049
-0.230 0.006 -0.149
-0.408 0.000 -0.029
-0.112 -0.030 0.010
0.039 -0.061 -0.081
-0.053 0.017 -0.146
0.370 -0.146 0.091
0.145 0.013 0.102
-0.030 0.213 1.477
-0.509 0.121 -0.764
-0.009 0.006 -0.141
-0.175 -0.021 0.122
0.097 0.157 0.010
0.066 -0.284 -0.139
-0.016 -0.023 0.148
0.031 0.297 -0.237
0.067 -0.126 0.073
-0.022 -0.093 0.087
-0.048 0.200 0.080
0.026 -0.046 0.072
-0.068 -0.039 0.111
0.106 0.058 0.119
0.139 0.013 -0.004
0.098 0.052 -0.035
0.035 0.058 -0.060
0.047 -0.029 -0.061
-0.044 0.040 -0.043
0.225 0.131 -0.168
0.001 -0.184 0.017
0.028 0.079 -0.007
0.105 -0.006 0.017
-0.068 -0.044 -0.055
-0.062 -0.120 0.030
0.014 0.050 0.025
0.037 0.046 -0.107
0.013 0.001 -0.087
-0.036 -0.042 0.031
0.023 0.020 -0.033
-0.095 0.134 0.046
0.057 0.004 -0.015
0.081 0.049 0.044
0.073 -0.048 -0.013
-0.020 -0.093 0.020

Computed properties:
- net charge = +2
- calculated total energy (hartree) = -3499.77065
- maximum force (eV/Å) = 1.5
- energy above the lowest of the compared OMol25 structures with the same formula, charge and spin (kJ/mol) = 14.4
- gap between HOMO and LUMO (spin up / spin down) (eV) = 7.4 / 5.1
- multiplicity = 5